Entry 1:
This record from the OMol25 dataset describes 2 unconnected molecules or ions with the total composition CH4NP at a distorted geometry. The level of theory is ωB97M-V/def2-TZVPD.

- lowest unoccupied orbital energy (eV) = -0.6
- ΔE to the lowest compared entry with this formula, charge and spin (kcal/mol) = 45.3
- net charge = 0
- energy (eV) = -11877.5443
- HOMO energy (eV) = -8.910
- gap between HOMO and LUMO (eV) = 8.32

```
7
CH4NP ωB97M-V/def2-TZVPD
C 0.571 0.061 -0.209
N -0.745 0.511 0.090
P -2.134 -0.247 -0.073
H 0.722 -0.590 -1.114
H 0.771 -1.095 0.678
H 1.299 0.909 -0.102
H -3.093 0.928 0.352
```

---

Entry 2:
This record from the OMol25 dataset describes a molecular structure, C16H15Cl2OPdSSbSe4 at a distorted geometry. The level of theory is ωB97M-V/def2-TZVPD.

- lowest unoccupied orbital energy (spin up / spin down) (eV) = 3.2 / 3.3
- ΔE to the lowest compared entry with this formula, charge and spin (kcal/mol) = 82.0
- net charge = -2
- energy (eV) = -326167.5326
- HOMO energy (spin up / spin down) (eV) = -1.308 / -1.306
- gap between HOMO and LUMO (spin up / spin down) (eV) = 4.54 / 4.61

```
41
C16H15Cl2OPdSSbSe4 ωB97M-V/def2-TZVPD
Pd 0.071 -1.173 0.770
Cl -0.301 -1.547 3.630
C -0.364 0.156 3.995
C -0.357 0.463 5.349
C -0.351 1.775 5.780
C -0.341 2.789 4.841
C -0.360 2.475 3.496
Cl -0.327 3.813 2.380
C -0.389 1.156 2.999
S -0.484 0.966 1.241
H -0.359 -0.353 6.059
H -0.350 2.007 6.837
H -0.326 3.829 5.137
C 0.126 1.309 -4.947
C 0.646 0.514 -3.779
C 1.646 1.005 -2.953
C 2.105 0.284 -1.859
C 3.187 0.896 -1.003
C 1.517 -0.952 -1.536
C 1.894 -1.568 -0.229
O 1.476 -2.679 0.234
C 0.563 -1.498 -2.409
C -0.019 -2.881 -2.267
C 0.145 -0.750 -3.503
H 0.688 2.235 -5.072
H -0.925 1.565 -4.801
H 0.196 0.736 -5.874
H 2.073 1.983 -3.154
H 3.611 1.767 -1.504
H 4.001 0.198 -0.802
H 2.786 1.228 -0.041
H 2.743 -1.113 0.288
H 0.631 -3.559 -1.724
H -0.216 -3.289 -3.261
H -0.980 -2.846 -1.748
H -0.618 -1.174 -4.148
Se -5.452 -1.416 -1.626
Sb -4.735 -1.519 0.705
Se -2.121 -1.385 0.728
Se -5.639 0.280 2.081
Se -5.092 -3.727 1.690
```

---

Entry 3:
This record from the OMol25 dataset describes a single C5H12S molecule at a distorted geometry. The level of theory is ωB97M-V/def2-TZVPD.

- lowest unoccupied orbital energy (eV) = 1.0
- ΔE to the lowest compared entry with this formula, charge and spin (kcal/mol) = 23.7
- SMILES string = CCCCSC
- net charge = 0
- energy (eV) = -16213.7495
- HOMO energy (eV) = -8.505
- gap between HOMO and LUMO (eV) = 9.53

```
18
C5H12S ωB97M-V/def2-TZVPD
C -2.454 0.100 -0.944
C -1.671 1.251 -0.286
C -0.820 0.848 1.031
C 0.023 -0.427 0.928
S 1.094 -0.443 -0.544
C 2.683 -0.784 0.186
H -1.956 -0.187 -1.819
H -3.402 0.531 -1.048
H -2.548 -0.746 -0.238
H -1.017 1.652 -1.023
H -2.467 1.886 0.008
H -0.227 1.718 1.273
H -1.568 0.894 1.891
H -0.687 -1.305 1.084
H 0.716 -0.519 1.841
H 2.563 -1.674 0.884
H 3.574 -1.132 -0.416
H 2.948 0.042 0.785
```

---

Entry 4:
This record from the OMol25 dataset describes 2 unconnected molecules or ions with the total composition C4H13NO at a distorted geometry. The level of theory is ωB97M-V/def2-TZVPD.

- lowest unoccupied orbital energy (eV) = 0.9
- ΔE to the lowest compared entry with this formula, charge and spin (kcal/mol) = 24.4
- SMILES string = CC[C@H](C)N.O
- net charge = 0
- energy (eV) = -7895.6009
- HOMO energy (eV) = -9.018
- gap between HOMO and LUMO (eV) = 9.91

```
19
C4H13NO ωB97M-V/def2-TZVPD
C 0.929 1.784 0.522
C 0.089 0.676 1.065
C -1.042 0.281 -0.021
C -2.054 -0.746 0.504
N -0.308 -0.283 -1.163
H 1.087 1.659 -0.550
H 0.363 2.715 0.699
H 1.904 1.940 0.991
H -0.541 1.019 1.901
H 0.673 -0.187 1.458
H -1.375 1.291 -0.394
H -2.905 -0.774 -0.174
H -1.692 -1.811 0.556
H -2.370 -0.378 1.436
H -0.907 -0.913 -1.700
H 0.461 -0.836 -0.918
O 2.489 -1.980 -1.603
H 2.750 -2.375 -0.793
H 2.450 -1.083 -1.817
```

---

Entry 5:
This record from the OMol25 dataset describes 2 unconnected molecules or ions with the total composition C24H24N3O9S at a distorted geometry. The level of theory is ωB97M-V/def2-TZVPD.

- lowest unoccupied orbital energy (eV) = 1.1
- ΔE to the lowest compared entry with this formula, charge and spin (kcal/mol) = 17.4
- net charge = -1
- energy (eV) = -59004.0962
- HOMO energy (eV) = -2.913
- gap between HOMO and LUMO (eV) = 4.00

```
61
C24H24N3O9S ωB97M-V/def2-TZVPD
C -1.097 -1.206 4.625
C -1.902 -1.229 3.356
O -1.013 -1.717 2.335
C -1.609 -1.897 1.132
C -0.560 -2.209 0.132
C -0.991 -2.653 -1.189
O -1.909 -2.114 -1.810
C -0.205 -3.868 -1.789
C 0.794 -4.524 -0.845
C 1.625 -3.472 -0.114
C 0.742 -2.539 0.732
O -2.818 -1.852 0.950
H -1.688 -0.816 5.457
H -0.762 -2.219 4.867
H -0.207 -0.594 4.458
H -2.749 -1.921 3.450
H -2.221 -0.228 3.039
H -0.926 -4.606 -2.172
H 0.346 -3.490 -2.657
H 0.228 -5.121 -0.122
H 1.457 -5.202 -1.397
H 2.383 -3.931 0.532
H 2.169 -2.863 -0.849
H 1.260 -1.584 0.938
H 0.571 -2.975 1.734
C 2.538 3.518 -7.944
C 2.272 3.457 -6.464
C 1.868 4.594 -5.762
C 1.615 4.554 -4.391
C 1.753 3.344 -3.710
S 1.335 3.230 -1.991
O 2.280 2.419 -1.279
O 0.860 4.501 -1.511
N -0.029 2.105 -2.137
C -1.264 2.505 -2.699
C -1.590 3.661 -3.385
C -2.918 3.844 -3.772
N -3.206 4.761 -4.833
O -4.361 4.873 -5.292
O -2.256 5.413 -5.328
C -3.936 2.969 -3.299
C -3.601 1.849 -2.543
C -2.253 1.597 -2.247
C -1.558 0.738 -1.262
N -2.125 0.471 -0.015
O -3.352 0.358 0.079
O -1.331 0.430 0.980
C -0.182 0.998 -1.324
C 2.190 2.197 -4.377
C 2.435 2.265 -5.747
H 2.759 2.513 -8.317
H 1.675 3.917 -8.487
H 3.398 4.164 -8.156
H 1.741 5.536 -6.292
H 1.282 5.442 -3.862
H -0.844 4.374 -3.691
H -4.960 3.215 -3.562
H -4.361 1.171 -2.161
H 0.571 0.580 -0.668
H 2.336 1.270 -3.825
H 2.771 1.375 -6.276
```

---

Entry 6:
This record from the OMol25 dataset describes 6 unconnected molecules or ions with the total composition C5H14BCl11OP2S at a distorted geometry. The level of theory is ωB97M-V/def2-TZVPD.

- lowest unoccupied orbital energy (eV) = -2.4
- SMILES string = OP(Cl)B[PH2]=S.ClCCl.ClCCl.ClCCl.ClCCl.ClCCl
- net charge = 0
- energy (eV) = -175293.8624
- HOMO energy (eV) = -8.750
- gap between HOMO and LUMO (eV) = 6.33

```
35
C5H14BCl11OP2S ωB97M-V/def2-TZVPD
O 2.863 1.637 -0.915
P 2.517 0.394 -2.133
Cl 2.811 -1.475 -1.097
B 0.689 0.577 -2.682
P -0.833 0.774 -1.538
S -1.372 -0.878 -0.639
H 3.021 2.463 -1.496
H 0.486 0.532 -3.863
H -1.950 1.171 -2.408
H -0.723 1.806 -0.540
Cl -2.827 4.736 -0.321
C -2.538 4.448 -2.041
Cl -1.059 3.512 -2.289
H -3.384 3.894 -2.456
H -2.441 5.409 -2.551
Cl 1.529 -4.441 -2.461
C 3.143 -5.157 -2.374
Cl 3.050 -6.912 -2.180
H 3.684 -4.929 -3.295
H 3.675 -4.733 -1.519
Cl -4.350 0.553 -3.029
C -5.167 0.119 -1.522
Cl -4.862 1.323 -0.264
H -6.243 0.060 -1.705
H -4.796 -0.851 -1.183
Cl 4.525 -2.141 2.731
C 3.140 -1.103 2.374
Cl 1.995 -1.083 3.721
H 3.495 -0.085 2.194
H 2.633 -1.479 1.482
Cl -0.797 -1.111 7.272
C -0.002 0.380 6.753
Cl -1.101 1.760 6.869
H 0.866 0.562 7.392
H 0.321 0.269 5.715
```

---

Entry 7:
This record from the OMol25 dataset describes a molecular structure, C43H55N5P2S2Si2Tl. The level of theory is ωB97M-V/def2-TZVPD.

- lowest unoccupied orbital energy (eV) = 2.2
- ΔE to the lowest compared entry with this formula, charge and spin (kcal/mol) = 17.2
- net charge = -1
- energy (eV) = -113637.5862
- HOMO energy (eV) = -3.748
- gap between HOMO and LUMO (eV) = 5.95

```
110
C43H55N5P2S2Si2Tl ωB97M-V/def2-TZVPD
Tl -0.060 0.637 -0.925
C -2.862 -3.993 -0.640
Si -2.434 -2.195 -1.025
C -2.022 -2.140 -2.876
C -4.009 -1.181 -0.775
N -1.085 -1.590 -0.200
P -0.776 -1.273 1.351
C -0.011 0.191 1.660
P 1.663 0.284 1.585
N 2.336 0.043 0.159
Si 3.760 0.589 -0.572
C 3.651 2.395 -1.095
C 5.346 0.420 0.440
C 3.994 -0.442 -2.148
C 2.128 1.975 2.178
C 3.288 2.243 2.897
C 3.647 3.546 3.220
C 2.849 4.608 2.824
C 1.686 4.355 2.105
C 1.334 3.055 1.790
C 2.492 -0.780 2.837
C 2.237 -0.607 4.197
C 2.820 -1.439 5.138
C 3.651 -2.476 4.728
C 3.886 -2.675 3.377
C 3.311 -1.828 2.439
C -2.385 -1.266 2.250
C -3.050 -2.435 2.608
C -4.320 -2.389 3.167
C -4.946 -1.167 3.366
C -4.287 0.006 3.021
C -3.014 -0.046 2.477
C 0.021 -2.758 2.066
C 0.114 -2.926 3.447
C 0.760 -4.028 3.980
C 1.335 -4.971 3.136
C 1.263 -4.802 1.762
C 0.606 -3.700 1.230
H -3.446 -4.432 -1.452
H -3.448 -4.076 0.275
H -1.954 -4.585 -0.515
H -2.920 -2.050 -3.491
H -1.497 -3.045 -3.188
H -1.368 -1.291 -3.094
H -4.643 -1.188 -1.664
H -3.741 -0.147 -0.552
H -4.600 -1.548 0.065
H 3.721 3.061 -0.232
H 2.686 2.574 -1.576
H 4.435 2.672 -1.803
H 5.420 1.218 1.182
H 6.223 0.483 -0.209
H 5.384 -0.532 0.971
H 3.021 -0.839 -2.440
H 4.662 -1.291 -1.991
H 4.399 0.155 -2.967
H 3.926 1.425 3.210
H 4.557 3.731 3.779
H 3.129 5.624 3.072
H 1.052 5.175 1.792
H 0.417 2.856 1.245
H 1.563 0.183 4.507
H 2.625 -1.285 6.192
H 4.104 -3.131 5.461
H 4.509 -3.499 3.051
H 3.482 -1.973 1.379
H -2.569 -3.393 2.449
H -4.820 -3.307 3.449
H -5.942 -1.129 3.789
H -4.767 0.964 3.181
H -2.471 0.855 2.222
H -0.318 -2.179 4.102
H 0.829 -4.147 5.054
H 1.848 -5.829 3.553
H 1.719 -5.530 1.102
H 0.538 -3.548 0.160
S -4.098 4.100 -1.515
C -3.129 2.658 -1.407
N -2.429 2.516 -0.342
C -2.605 3.598 0.504
C -1.967 3.748 1.736
C -2.233 4.880 2.475
C -3.123 5.856 2.006
C -3.759 5.719 0.788
C -3.490 4.578 0.037
H -3.131 1.938 -2.212
H -1.283 2.982 2.078
H -1.744 5.018 3.430
H -3.314 6.735 2.607
H -4.445 6.475 0.429
C -3.390 0.778 -5.230
C -2.155 1.409 -5.855
N -1.030 0.495 -5.824
C 0.095 0.712 -5.103
S 0.429 2.117 -4.274
N 0.952 -0.345 -4.989
C 1.130 -1.434 -5.934
C 2.113 -1.082 -7.046
H -4.211 1.494 -5.204
H -3.177 0.450 -4.211
H -3.726 -0.093 -5.796
H -1.852 2.300 -5.304
H -2.354 1.707 -6.889
H -1.243 -0.464 -6.044
H 1.774 -0.092 -4.455
H 0.172 -1.722 -6.365
H 1.480 -2.301 -5.370
H 1.815 -0.155 -7.536
H 2.152 -1.874 -7.794
H 3.115 -0.945 -6.642
```

---

Entry 8:
This record from the OMol25 dataset describes a molecular structure, C8H4AlBF18NO2 at a distorted geometry. The level of theory is ωB97M-V/def2-TZVPD.

- lowest unoccupied orbital energy (eV) = 1.7
- net charge = -1
- energy (eV) = -70144.4735
- HOMO energy (eV) = -8.538
- gap between HOMO and LUMO (eV) = 10.23

```
35
C8H4AlBF18NO2 ωB97M-V/def2-TZVPD
O -1.588 3.560 1.891
N -1.254 2.629 1.268
O -1.351 1.437 1.999
B -1.248 0.272 1.190
C 0.105 -0.474 1.060
C 1.309 0.484 0.946
C 2.205 0.229 -0.262
F 3.418 0.697 0.015
F 2.280 -1.067 -0.514
C 1.667 1.023 -1.475
F 0.339 0.974 -1.522
F 1.970 2.291 -1.267
C 2.176 0.571 -2.849
F 3.492 0.564 -2.822
F 1.806 -0.665 -3.101
C 1.673 1.412 -4.046
F 1.918 2.676 -3.917
F 2.353 0.995 -5.106
F 0.429 1.181 -4.289
C -2.594 -0.237 0.455
F -3.485 -0.614 1.394
F -2.394 -1.302 -0.326
C -3.322 0.820 -0.412
F -2.488 1.534 -1.139
F -4.004 1.640 0.354
F -4.155 0.236 -1.234
H 0.207 -1.026 2.002
H 0.002 -1.167 0.233
H 1.933 0.353 1.820
H 1.025 1.530 0.917
F -2.177 -3.958 3.922
Al -0.488 -4.121 3.753
F -0.125 -5.520 2.849
F 0.243 -4.215 5.291
F 0.124 -2.741 2.924
```

---

Question: Which of these has the lowest energy?
Answer: C16H15Cl2OPdSSbSe4